167
Properties=species:S:1:pos:R:3:lowdin_charge:R:1 method="wB97M-V/def2-TZVPD" spin_multiplicity=1 total_charge=+1 homo_energy_ev=-9.81 lumo_ev=-3.147 homo_lumo_gap_ev=6.661
C 6.312 -1.165 0.482 0.031
C 6.081 -0.072 1.204 -0.173
C 4.687 0.503 1.266 -0.137
C 4.201 1.100 -0.027 -0.138
C 2.855 1.363 -0.222 0.071
C 2.398 1.934 -1.401 -0.136
C 0.936 2.198 -1.543 -0.112
C 0.212 1.015 -2.217 -0.189
C -1.290 1.073 -1.955 -0.176
C -1.675 0.447 -0.592 -0.284
N -2.472 1.298 0.281 0.010
N 3.278 2.242 -2.388 0.062
C 2.752 2.842 -3.614 -0.086
C 2.454 4.331 -3.485 -0.793
O 1.472 4.786 -3.920 0.095
Br 3.795 5.418 -2.624 0.817
C 4.618 2.009 -2.237 -0.113
C 5.612 2.354 -3.273 -0.200
C 6.654 3.229 -2.991 -0.030
C 7.571 3.482 -3.999 -0.124
N 7.535 2.985 -5.231 0.092
C 6.533 2.137 -5.499 -0.105
C 5.590 1.804 -4.544 -0.019
C 5.070 1.443 -1.059 0.080
H 7.300 -1.433 0.144 0.064
H 5.476 -1.788 0.187 0.073
H 6.886 0.421 1.735 0.086
H 3.949 -0.221 1.609 0.132
H 4.709 1.338 1.970 0.118
H 2.156 1.134 0.567 0.140
H 0.507 2.299 -0.550 0.123
H 0.724 3.135 -2.053 0.115
H 0.594 0.115 -1.730 0.114
H 0.448 0.914 -3.273 0.097
H -1.622 2.112 -1.958 0.113
H -1.772 0.515 -2.747 0.083
H -0.746 0.203 -0.067 0.092
H -2.209 -0.481 -0.768 0.098
H -1.956 2.136 0.511 0.063
H -3.345 1.538 -0.168 0.062
H 3.453 2.750 -4.435 0.122
H 1.837 2.365 -3.936 0.132
H 6.755 3.678 -2.016 0.119
H 8.394 4.148 -3.768 0.113
H 6.486 1.714 -6.488 0.084
H 4.817 1.093 -4.810 0.129
H 6.125 1.266 -0.952 0.132
C 7.615 2.435 4.717 -0.335
O 7.830 2.206 3.533 -0.028
N 6.723 1.771 5.462 -0.174
C 6.485 2.088 6.862 -0.044
C 5.987 0.702 4.814 -0.028
H 8.149 3.225 5.268 0.137
H 6.704 1.224 7.484 0.075
H 5.444 2.373 7.008 0.093
H 7.129 2.915 7.159 0.085
H 6.691 -0.046 4.443 0.097
H 5.444 1.115 3.963 0.067
H 5.294 0.242 5.511 0.068
C -0.827 -1.884 -4.862 -0.338
O -0.924 -1.215 -3.841 -0.014
N -1.862 -2.393 -5.532 -0.173
C -1.695 -3.180 -6.741 -0.047
C -3.209 -2.150 -5.023 -0.029
H 0.149 -2.127 -5.316 0.133
H -2.214 -2.694 -7.563 0.061
H -2.115 -4.175 -6.589 0.095
H -0.639 -3.278 -6.989 0.083
H -3.400 -1.078 -4.982 0.087
H -3.292 -2.554 -4.013 0.095
H -3.938 -2.622 -5.671 0.079
C -5.089 -0.710 -0.122 -0.365
O -4.858 -0.816 -1.322 -0.019
N -5.928 -1.485 0.573 -0.176
C -6.163 -1.295 2.003 -0.040
C -6.625 -2.547 -0.128 -0.038
H -4.610 0.062 0.497 0.110
H -5.884 -2.197 2.546 0.093
H -7.212 -1.084 2.175 0.061
H -5.565 -0.466 2.373 0.080
H -5.907 -3.240 -0.570 0.090
H -7.233 -2.130 -0.933 0.092
H -7.263 -3.083 0.568 0.069
C 5.104 -1.038 8.475 -0.342
O 4.638 -0.264 7.653 -0.016
N 4.515 -1.368 9.632 -0.194
C 5.121 -2.295 10.570 -0.050
C 3.226 -0.775 9.953 -0.034
H 6.075 -1.538 8.323 0.139
H 4.464 -3.153 10.723 0.092
H 5.288 -1.800 11.528 0.092
H 6.076 -2.647 10.185 0.084
H 2.496 -1.034 9.186 0.093
H 3.314 0.311 9.987 0.094
H 2.887 -1.142 10.917 0.088
C -2.270 -1.727 3.927 -0.347
O -3.308 -1.193 3.593 0.019
N -1.370 -2.253 3.072 -0.195
C -0.155 -2.894 3.528 -0.062
C -1.643 -2.170 1.646 -0.033
H -1.977 -1.835 4.986 0.133
H 0.719 -2.374 3.126 0.081
H -0.130 -3.934 3.196 0.090
H -0.105 -2.872 4.615 0.082
H -1.737 -1.126 1.349 0.057
H -2.586 -2.674 1.429 0.097
H -0.840 -2.642 1.084 0.090
C -3.988 -0.566 -8.590 -0.337
O -4.144 -1.596 -7.956 -0.005
N -4.720 0.547 -8.424 -0.194
C -4.493 1.745 -9.208 -0.055
C -5.776 0.543 -7.422 -0.029
H -3.215 -0.466 -9.370 0.137
H -4.238 2.579 -8.551 0.090
H -5.392 2.000 -9.770 0.092
H -3.675 1.585 -9.907 0.082
H -5.356 0.339 -6.437 0.088
H -6.503 -0.237 -7.651 0.096
H -6.272 1.510 -7.412 0.088
C 12.222 -0.749 2.260 -0.360
O 11.804 -1.860 2.521 0.011
N 11.467 0.367 2.239 -0.198
C 12.018 1.667 1.918 -0.058
C 10.052 0.254 2.552 -0.048
H 13.281 -0.562 2.010 0.132
H 11.877 2.352 2.757 0.090
H 11.520 2.079 1.038 0.087
H 13.083 1.580 1.711 0.082
H 9.927 -0.153 3.556 0.096
H 9.574 -0.429 1.846 0.085
H 9.577 1.227 2.497 0.055
C -9.466 -2.495 2.863 -0.362
O -8.813 -1.777 3.600 0.002
N -10.792 -2.412 2.679 -0.188
C -11.496 -3.302 1.781 -0.061
C -11.547 -1.392 3.407 -0.036
H -8.999 -3.300 2.267 0.123
H -11.992 -2.728 0.996 0.089
H -12.249 -3.871 2.331 0.086
H -10.799 -4.000 1.319 0.080
H -11.163 -0.405 3.141 0.098
H -11.425 -1.530 4.478 0.062
H -12.600 -1.457 3.149 0.083
C -13.336 -1.591 6.878 -0.326
O -12.762 -1.109 5.917 -0.006
N -14.492 -2.274 6.812 -0.196
C -15.131 -2.827 7.991 -0.056
C -15.118 -2.459 5.514 -0.037
H -12.940 -1.504 7.903 0.137
H -15.222 -3.910 7.894 0.090
H -16.127 -2.397 8.114 0.090
H -14.540 -2.602 8.876 0.083
H -14.441 -2.996 4.848 0.087
H -15.341 -1.490 5.066 0.095
H -16.038 -3.026 5.629 0.086
C 4.877 1.760 -9.344 -0.343
O 5.189 1.222 -8.294 -0.009
N 5.207 3.014 -9.686 -0.193
C 4.808 3.600 -10.953 -0.050
C 5.994 3.809 -8.755 -0.037
H 4.284 1.240 -10.113 0.135
H 5.691 3.886 -11.527 0.093
H 4.196 4.486 -10.778 0.091
H 4.231 2.882 -11.531 0.084
H 6.946 3.318 -8.554 0.095
H 5.459 3.914 -7.810 0.085
H 6.176 4.792 -9.178 0.089